Version one
C4H7NOS | ωB97M-V with the def2-TZVPD basis set

Output
LUMO level, eV: 0.89
SMILES: C=C/C(=N\S)OC
Orbital gap, eV: 9.3
Multiplicity: 1

Last column: natural (NBO) charge in e.
Atoms and positions in Å:
C (1.38805, 1.98218, 0.21035)  -0.339
C (0.19916, 1.57518, -0.23039)  -0.278
C (-0.48454, 0.24636, -0.05973)  0.514
N (0.01136, -0.93943, -0.06820)  -0.645
S (1.72789, -1.11570, -0.01311)  0.151
O (-1.78404, 0.46794, -0.02207)  -0.486
C (-2.69421, -0.63093, 0.14691)  -0.258
H (1.68883, 3.03475, 0.16501)  0.208
H (2.13098, 1.29930, 0.61708)  0.204
H (-0.46956, 2.37391, -0.59894)  0.222
H (1.63138, -2.45324, -0.07370)  0.121
H (-2.52230, -1.33120, -0.66016)  0.195
H (-2.69508, -1.12323, 1.09797)  0.196
H (-3.66838, -0.15343, -0.08636)  0.195

Version two
C4H7NOS | ωB97M-V with the def2-TZVPD basis set

Output
LUMO level, eV: -1.17
SMILES: C=S(=O)=C/C=N/C
Orbital gap, eV: 7.3
Multiplicity: 1

Last column: natural (NBO) charge in e.
Atoms and positions in Å:
C (-2.04247, -1.66580, -0.21912)  -0.815
S (-2.03794, -0.09035, 0.17926)  1.711
O (-3.27963, 0.64251, 0.09247)  -0.885
C (-0.92480, 0.98837, -0.37872)  -0.700
C (0.47249, 0.93993, -0.14652)  0.080
N (1.12866, 0.07331, 0.55431)  -0.452
C (2.54110, -0.03544, 0.37842)  -0.433
H (-2.95804, -2.08396, 0.14862)  0.247
H (-1.23010, -2.24713, -0.41162)  0.246
H (-1.40955, 2.00877, -0.15577)  0.270
H (1.06350, 1.66471, -0.87822)  0.148
H (2.68134, 0.47337, -0.54650)  0.171
H (3.25348, 0.44833, 1.16092)  0.206
H (2.74199, -1.11664, 0.22246)  0.207

Version three
C4H7NOS | ωB97M-V with the def2-TZVPD basis set

Output
LUMO level, eV: 0.94
SMILES: C/C=C/O/C=N\S
Orbital gap, eV: 9.6
Multiplicity: 1

Last column: natural (NBO) charge in e.
Atoms and positions in Å:
C (-3.79758, -0.27226, 0.11971)  -0.632
C (-2.32640, -0.55737, 0.00524)  -0.231
C (-1.41384, 0.43998, -0.07860)  0.106
O (-0.08811, 0.13510, -0.27633)  -0.497
C (0.80702, 1.12287, 0.01758)  0.356
N (2.02891, 0.91239, 0.15477)  -0.553
S (2.43050, -0.79618, 0.00717)  0.137
H (-3.96422, 0.77814, -0.01419)  0.210
H (-4.25083, -0.65348, 1.01817)  0.217
H (-4.36763, -0.75676, -0.67081)  0.216
H (-2.01544, -1.56495, 0.04212)  0.213
H (-1.61640, 1.53693, 0.01296)  0.177
H (0.47050, 2.13663, 0.02332)  0.169
H (3.74328, -0.60450, 0.21741)  0.114

According to the calculations, the structures order from most to least stable as version three, version one, version two.

Version one
C4H7NOS | ωB97M-V with the def2-TZVPD basis set

Output
LUMO level, eV: 0.85
SMILES: C[C@@]1(O)N=CCS1
Orbital gap, eV: 9.9
Multiplicity: 1

Last column: natural (NBO) charge in e.
Atoms and positions in Å:
C (1.39323, 1.24681, -0.68691)  -0.654
C (0.04126, 0.60623, -0.55038)  0.312
O (-0.71223, 1.13687, -1.66965)  -0.705
N (-0.06555, -0.81474, -0.73772)  -0.428
C (-0.78282, -1.43737, 0.11509)  0.124
C (-1.26186, -0.70441, 1.40176)  -0.625
S (-0.72289, 0.98194, 1.17787)  0.151
H (1.30847, 2.27462, -0.58815)  0.225
H (1.76511, 1.08080, -1.63631)  0.208
H (2.10229, 0.79267, -0.01014)  0.231
H (-0.00019, 1.47194, -2.23519)  0.465
H (-0.87726, -2.50271, -0.28071)  0.222
H (-2.34583, -0.87397, 1.48447)  0.237
H (-0.77268, -1.25164, 2.20729)  0.238

Version two
C4H7NOS | ωB97M-V with the def2-TZVPD basis set

Output
LUMO level, eV: 0.83
Orbital gap, eV: 9.0
Multiplicity: 1

Last column: natural (NBO) charge in e.
Atoms and positions in Å:
C (-0.01604, -1.62778, -0.20409)  -0.318
C (0.69060, -0.50033, -0.16001)  0.003
C (-1.41940, -1.51202, 0.29324)  -0.638
C (0.49516, 1.94976, 0.10036)  -0.421
N (0.09286, 0.60294, 0.38920)  -0.591
O (-2.34556, 0.71701, -0.84144)  -0.937
S (-1.78078, 0.29453, 0.42560)  1.378
H (0.35783, -2.56780, -0.56373)  0.222
H (1.71992, -0.41090, -0.47700)  0.210
H (-2.15656, -1.97134, -0.36336)  0.249
H (-1.52929, -1.91978, 1.30144)  0.230
H (0.33933, 2.56066, 0.99348)  0.203
H (1.55884, 1.97076, -0.15109)  0.209
H (-0.07205, 2.38244, -0.73060)  0.203

According to the calculations, the structures order from most to least stable as version one, version two.

Version one
C4H7NOS | ωB97M-V with the def2-TZVPD basis set

Output
LUMO level, eV: -0.58
SMILES: N/C=C\C(=S)CO
Orbital gap, eV: 7.8
Multiplicity: 1

Last column: natural (NBO) charge in e.
Atoms and positions in Å:
N (-2.44684, -0.15062, 0.48040)  -0.855
C (-1.65277, -1.12994, -0.19210)  0.057
C (-0.29804, -1.15747, -0.36059)  -0.331
C (0.69355, -0.15379, -0.01998)  -0.127
S (2.29858, -0.35840, 0.11632)  0.031
C (0.23930, 1.23968, 0.26402)  -0.134
O (-0.66006, 1.76674, -0.62486)  -0.716
H (-3.41947, -0.40106, 0.32072)  0.388
H (-2.19190, -0.18236, 1.48459)  0.397
H (-2.19256, -1.89656, -0.68657)  0.190
H (0.08374, -2.18169, -0.74768)  0.241
H (-0.14707, 1.23513, 1.30145)  0.162
H (1.13915, 1.86919, 0.31234)  0.209
H (-1.53300, 1.42130, -0.35800)  0.487

Version two
C4H7NOS | ωB97M-V with the def2-TZVPD basis set

Output
LUMO level, eV: -0.28
SMILES: OCC(=S)[C@@H]1CN1
Orbital gap, eV: 8.7
Multiplicity: 1

Last column: natural (NBO) charge in e.
Atoms and positions in Å:
O (-2.89466, 0.01081, 0.24970)  -0.684
C (-1.68424, -0.61268, -0.15383)  -0.127
C (-0.48987, 0.40345, 0.04590)  -0.091
S (-0.47192, 2.02219, -0.00005)  -0.017
C (0.68290, -0.41118, -0.19360)  -0.205
C (1.92307, -0.00089, 0.74398)  -0.191
N (1.97388, 0.22838, -0.68316)  -0.578
H (-2.88313, 0.81187, -0.50732)  0.477
H (-1.50569, -0.89041, -1.20513)  0.192
H (-1.43193, -1.58428, 0.44833)  0.199
H (0.52562, -1.52852, -0.37661)  0.231
H (1.75190, 1.00688, 1.31289)  0.206
H (2.53543, -0.73404, 1.19195)  0.203
H (1.96865, 1.27843, -0.87306)  0.385

Version three
C4H7NOS | ωB97M-V with the def2-TZVPD basis set

Output
LUMO level, eV: -0.15
Orbital gap, eV: 9.4
Multiplicity: 1

Last column: natural (NBO) charge in e.
Atoms and positions in Å:
C (2.31305, -2.43322, -0.20066)  -0.224
C (0.53679, -0.01823, -1.56643)  0.567
C (-0.48172, 1.44249, 1.14684)  -0.645
C (-0.70276, 0.03021, 0.63731)  -0.223
N (-0.63151, -0.03517, -0.89770)  -0.635
O (0.73496, 0.15337, -2.78653)  -0.607
S (1.14614, -3.32812, -0.14412)  0.230
H (1.42484, -0.49329, -0.53857)  0.057
H (-1.40505, 2.07553, 1.23725)  0.209
H (-0.02801, 1.40833, 2.14505)  0.227
H (-0.02556, 1.91646, 0.28130)  0.234
H (0.17646, -0.50285, 1.05590)  0.212
H (-1.65567, -0.55349, 0.95177)  0.213
H (-1.40197, 0.33799, -1.32142)  0.386

Version four
C4H7NOS | ωB97M-V with the def2-TZVPD basis set

Output
LUMO level, eV: -0.02
SMILES: N/C=C\C(=S)CO
Orbital gap, eV: 8.1
Multiplicity: 1

Last column: natural (NBO) charge in e.
Atoms and positions in Å:
N (-0.03504, 0.28431, 1.71593)  -0.836
C (0.46787, 1.12360, 0.78125)  0.031
C (0.21400, 1.34107, -0.52114)  -0.380
C (-0.41706, 0.12164, -1.31291)  -0.149
S (-0.63741, 0.16422, -2.88912)  0.039
C (-0.48497, -1.33308, -0.74220)  -0.128
O (0.68405, -1.83037, -0.23450)  -0.705
H (0.25189, 0.65302, 2.65734)  0.396
H (-1.00123, -0.36949, 1.85950)  0.432
H (1.21283, 1.68664, 1.28780)  0.197
H (0.57026, 2.26969, -1.08266)  0.256
H (-1.31593, -1.19756, -0.05559)  0.142
H (-0.69024, -1.87428, -1.75094)  0.222
H (1.18099, -1.03941, 0.28724)  0.483

According to the calculations, the structures order from most to least stable as version one, version two, version four, version three.